Record 1
A molecular structure, C32H49Br2GdN3O3S2Si2, computed with the ωB97M-V functional and the def2-TZVPD basis.

XYZ file:
```
94
Properties=species:S:1:pos:R:3:lowdin_charge:R:1
Gd 0.5404 -0.2490 -0.0804 1.449
C 3.3638 -1.6142 1.9660 -0.174
C 3.7321 -0.3193 1.2835 -0.230
N 3.2131 -0.1912 -0.0684 -0.162
C 3.9470 -0.9541 -1.0961 -0.277
C 3.7072 -2.4547 -1.1559 -0.433
S 1.9468 -2.9083 -1.0350 0.872
C 1.8538 -3.9314 0.5442 -0.396
C 1.3865 -3.1976 1.7998 -0.271
N 1.8905 -1.7897 1.9088 -0.124
H 3.8493 -2.3981 1.3966 0.089
H 3.7677 -1.6428 2.9917 0.137
H 3.3920 0.5386 1.8537 0.048
H 4.8136 -0.3423 1.2374 0.121
H 3.3350 0.7994 -0.3725 0.084
H 3.5705 -0.4900 -2.0473 0.103
H 5.0462 -0.7512 -1.0061 0.137
H 3.9346 -2.8059 -2.1745 0.079
H 4.3544 -2.9873 -0.4272 0.089
H 1.1080 -4.7053 0.2668 0.062
H 2.8372 -4.4364 0.8170 0.106
H 0.2796 -3.0932 1.8306 0.074
H 1.6833 -3.7928 2.7071 0.136
H 1.4061 -1.4605 2.7572 0.114
Br -3.2032 1.3333 -1.6301 0.899
C -2.3668 -0.0582 -2.5671 -0.729
C -3.1720 -0.4142 -3.6689 -0.127
C -2.6455 -1.3278 -4.6223 0.000
C -1.3137 -1.7916 -4.3832 -0.039
C -0.6998 -1.4578 -3.2047 -0.155
N -1.2357 -0.6998 -2.2109 0.013
H -4.1683 0.0171 -3.7390 0.091
H -3.2622 -1.6635 -5.4133 0.098
H -0.8027 -2.4458 -5.0413 0.098
H 0.3609 -1.7886 -3.0824 0.086
C 0.5342 2.0611 4.1074 -0.159
S 1.6846 1.9889 2.6657 1.065
O 0.8691 1.1996 1.5450 -0.697
C 1.7050 3.6194 2.0751 -0.433
C 2.9184 4.2299 2.0337 -0.092
C 2.9764 5.6072 1.9582 -0.066
C 1.8286 6.3791 1.9022 -0.052
C 0.5548 5.7617 1.9248 -0.017
C 0.5263 4.3385 1.9268 -0.050
H -0.2106 2.8739 3.9696 0.072
H 1.1654 2.2830 4.9906 0.076
H 0.1016 1.0901 4.1670 0.017
H 3.7984 3.6751 1.9905 0.097
H 3.9549 6.1033 1.8453 0.125
H 1.9192 7.4817 2.0086 0.126
H -0.3516 6.3485 1.8648 0.110
H -0.4178 3.7843 1.8032 0.115
Br 3.6959 2.6531 -2.5978 0.828
C 2.2944 2.3955 -3.8693 -0.580
C 2.6156 2.4267 -5.2070 -0.118
C 1.5835 2.6768 -6.1192 -0.065
C 0.2922 2.8820 -5.6506 -0.068
C -0.0294 2.6494 -4.3048 0.000
C 0.9587 2.2210 -3.4099 -0.150
C 0.8136 1.5046 -2.1083 -0.604
O -0.0078 1.8486 -1.2004 -0.125
O 1.5318 0.4210 -1.9650 -0.269
H 3.6240 2.3789 -5.6088 0.111
H 1.8302 2.7259 -7.1863 0.117
H -0.5172 3.1665 -6.2975 0.104
H -1.0930 2.6175 -4.0614 0.116
C -2.5080 1.5991 1.8233 -0.214
Si -2.8671 -0.1801 2.2270 0.354
C -4.6946 -0.4800 1.8845 -0.183
C -2.6201 -0.3179 4.1043 -0.183
C -1.7987 -1.4393 1.3186 -0.371
Si -2.7895 -2.9267 0.6028 0.427
C -4.1112 -2.4784 -0.7339 -0.176
C -1.8005 -4.3368 -0.2456 -0.182
C -3.6774 -3.7425 2.0189 -0.202
H -2.5569 2.1417 2.7631 0.023
H -3.3459 1.9804 1.2272 0.007
H -1.5161 1.7067 1.3984 -0.017
H -5.3034 0.0155 2.6655 0.047
H -4.8943 -1.5429 1.9033 -0.009
H -5.0565 -0.0875 0.9082 0.034
H -2.9415 0.5744 4.6140 0.014
H -1.4713 -0.3647 4.2927 0.034
H -3.0097 -1.2302 4.5951 0.033
H -1.1565 -1.8870 2.1593 -0.032
H -4.1442 -1.4111 -0.9360 -0.023
H -5.0739 -2.9150 -0.3769 0.043
H -3.8731 -2.9958 -1.6668 0.020
H -2.4869 -5.0748 -0.6449 0.035
H -1.2230 -4.8331 0.5114 0.000
H -1.1243 -3.8400 -0.9671 0.015
H -4.7897 -3.9321 1.8406 0.066
H -3.5343 -3.2115 2.9568 0.013
H -3.2308 -4.7092 2.2303 0.022
```

The total energy comes out at -242933.59087 eV. The value obtained for the gap between HOMO and LUMO (alpha / beta) is 7.55 / 5.98 eV. The LUMO energy (alpha / beta) comes out at -2.5026 / -3.2600 eV. As for the net charge: +1. As for the HOMO energy (alpha / beta): -10.05 / -9.24 eV. The energy relative to the best compared isomer or geometry (same formula, charge and spin) comes out at 0.000 eV. As for the spin multiplicity: 8.

***

Record 2
7 unconnected molecules or ions with the total composition C32H49FNO22S, computed with the ωB97M-V functional and the def2-TZVPD basis.

XYZ file:
```
106
Properties=species:S:1:pos:R:3:lowdin_charge:R:1
C 3.2382 3.4789 2.5683 -0.074
C 3.4189 2.0926 1.8382 -0.215
C 4.7084 2.1555 0.9660 -0.223
O 5.4741 0.9230 0.8940 -0.334
S 4.5523 -0.3296 0.3943 1.282
C 3.7439 -0.0005 -1.2027 -0.207
C 2.2854 -0.7331 -1.1552 -0.248
C 1.0920 0.2243 -0.7202 0.041
O 1.7211 -0.8929 0.1532 -0.169
C 5.8204 -1.6786 0.2062 -0.535
O 6.7952 -1.5573 0.7988 0.229
N 5.5894 -2.8351 -0.6096 0.179
C 4.8312 -3.8222 0.0536 -0.531
O 4.5428 -3.7341 1.1733 0.214
F 4.4674 -4.9031 -0.6451 0.160
H 2.1514 3.6455 2.6904 0.044
H 3.6079 4.3186 1.9487 0.092
H 3.7063 3.4138 3.5687 0.087
H 3.4140 1.2583 2.5691 0.121
H 2.5491 2.0275 1.1474 0.078
H 5.3903 2.8920 1.4471 0.140
H 4.4893 2.5942 -0.0356 0.134
H 3.5549 1.0636 -1.4179 0.115
H 4.2420 -0.5588 -2.0231 0.065
H 2.0628 -1.5006 -1.9414 0.157
H 0.0488 -0.1287 -0.8197 0.104
H 1.2130 0.9170 0.1299 0.098
H 5.2478 -2.6173 -1.5474 0.128
C -3.6818 3.4479 3.5954 -0.019
C -2.1792 3.3089 3.5959 -0.327
C -1.4611 4.5129 4.1365 -0.079
O -0.2029 4.4386 3.4504 0.061
C -0.4438 3.8127 2.2689 -0.555
O 0.3237 3.7735 1.3529 0.126
O -1.6692 3.2423 2.2551 0.095
H -4.1431 2.5810 3.1211 0.080
H -4.0694 3.5395 4.6099 0.088
H -3.9926 4.3223 3.0181 0.096
H -1.8830 2.3965 4.1154 0.131
H -1.3243 4.4736 5.2154 0.146
H -1.9408 5.4586 3.8708 0.143
C 7.2800 -1.8152 -6.4319 -0.011
C 7.1536 -1.1108 -5.1025 -0.321
C 6.1979 -1.7802 -4.1511 -0.096
O 5.7602 -0.6758 -3.3429 -0.017
C 5.8472 0.4420 -4.1319 -0.541
O 5.3601 1.4889 -3.8529 0.178
O 6.5495 0.1854 -5.2571 0.112
H 7.9229 -1.2459 -7.1040 0.095
H 7.7001 -2.8140 -6.3075 0.098
H 6.3084 -1.8993 -6.9228 0.098
H 8.1402 -0.9718 -4.6515 0.165
H 6.6764 -2.5474 -3.5421 0.138
H 5.3240 -2.2102 -4.6482 0.148
C -1.1302 -2.0128 3.6785 -0.017
C -1.3717 -1.2760 4.9751 -0.333
C -2.4089 -1.9189 5.8560 -0.094
O -2.9108 -0.8007 6.5933 0.075
C -2.7575 0.2909 5.8015 -0.541
O -3.2631 1.3493 6.0056 0.162
O -1.9543 0.0129 4.7369 0.069
H -0.4283 -1.4608 3.0507 0.082
H -0.7260 -3.0087 3.8638 0.094
H -2.0552 -2.1077 3.1061 0.094
H -0.4277 -1.1273 5.5079 0.161
H -1.9893 -2.6697 6.5230 0.144
H -3.2374 -2.3602 5.2955 0.143
C -2.2559 3.3241 -3.9886 -0.018
C -2.7241 2.0504 -3.3261 -0.326
C -2.2659 1.9038 -1.9016 -0.092
O -2.2351 0.4809 -1.7428 0.048
C -1.9868 -0.0408 -2.9727 -0.547
O -1.6756 -1.1757 -3.1667 0.143
O -2.1276 0.8973 -3.9408 0.098
H -2.5520 3.3385 -5.0385 0.090
H -2.6769 4.2000 -3.4937 0.094
H -1.1664 3.3964 -3.9686 0.090
H -3.8102 1.9561 -3.4118 0.165
H -2.9488 2.3604 -1.1874 0.144
H -1.2571 2.2918 -1.7307 0.135
C -1.3338 -4.2827 -2.7141 -0.022
C -1.1991 -5.2181 -3.8915 -0.333
C -0.5731 -6.5432 -3.5489 -0.106
O 0.0256 -6.9235 -4.7893 0.063
C 0.3287 -5.7698 -5.4468 -0.554
O 1.0306 -5.7045 -6.4038 0.163
O -0.2722 -4.7008 -4.8554 0.084
H -1.7202 -3.3158 -3.0368 0.053
H -2.0054 -4.6940 -1.9586 0.094
H -0.3601 -4.0936 -2.2548 0.085
H -2.1663 -5.3471 -4.3860 0.163
H -1.3028 -7.2832 -3.2243 0.141
H 0.2174 -6.4651 -2.7965 0.136
C -7.6374 2.2935 4.2385 -0.018
C -7.7850 2.2332 2.7362 -0.334
C -8.4986 1.0018 2.2463 -0.098
O -7.9543 0.8417 0.9342 0.069
C -6.7040 1.3742 0.9617 -0.551
O -5.8862 1.2208 0.1113 0.157
O -6.5084 2.1018 2.0962 0.065
H -7.0479 3.1646 4.5291 0.084
H -8.6115 2.3515 4.7256 0.094
H -7.1064 1.4161 4.6138 0.092
H -8.2569 3.1477 2.3650 0.162
H -9.5792 1.1274 2.2082 0.143
H -8.2621 0.1063 2.8277 0.142
```

The total energy comes out at -94057.37217 eV. The value obtained for the gap between HOMO and LUMO is 8.62 eV. The LUMO energy comes out at -3.6940 eV. As for the net charge: +1. As for the HOMO energy: -12.31 eV.